# C6H10O

The molecule C6H10O (ωB97M-V/def2-TZVPD, OMol25).

Structure (ORCA input):
```
! RIJCOSX wB97M-V def2-TZVPD def2/J DEFGRID3
* xyz 0 1
C -0.862 -1.706 0.479
C 0.031 -0.529 0.205
C 0.459 0.447 1.306
C 0.096 1.627 0.360
C -0.377 0.631 -0.729
C 0.719 0.076 -1.637
O 1.187 -0.820 -0.613
H -0.342 -2.481 1.051
H -1.732 -1.369 1.053
H -1.222 -2.143 -0.459
H -0.129 0.396 2.229
H 1.521 0.332 1.536
H 0.922 2.285 0.070
H -0.717 2.246 0.750
H -1.385 0.762 -1.132
H 1.477 0.784 -2.000
H 0.355 -0.538 -2.469
*
```

Output
HOMO ... -9.40 eV
Relative energy (zero: lowest compared OMol25 entry of this formula, charge and spin) ... 1.307 eV
SMILES string ... C[C@]12CC[C@H]1CO2

Results of the Löwdin charge analysis, in e, for atoms 1 through 5: atom 1 (C): 0.00, atom 2 (C): -0.50, atom 3 (C): -0.08, atom 4 (C): -0.11, atom 5 (C): -0.18